# C23H24N2O6

An isolated molecule of C23H24N2O6 at a distorted geometry (wB97M-V/def2-TZVPD, the Open Molecules 2025 dataset).

Last columns: bonded neighbours and bond lengths (Å).
Element x y z (Å)
1 O 0.6285 -6.1424 2.6698  C16 1.416, H42 1.130
2 O -0.4800 -1.8501 1.2129  C49 1.356, C52 1.682
3 C -1.1992 -0.0385 -0.7485  C26 1.521, C40 1.296, N44 1.221
4 C 0.8516 -2.7589 4.4882  C33 1.502, H45 1.117, C48 1.322
5 O 0.2044 2.1734 4.0050  C15 1.187
6 H -1.4391 4.8974 -1.0073  C14 1.260
7 H 0.2769 -0.9384 -5.8611  C12 1.206
8 H 1.0725 2.0738 -0.1429  C41 0.870
9 H -1.6191 4.4190 2.1451  C35 1.222
10 C 0.1043 -3.9172 1.8764  C16 1.299, H18 1.146, C49 1.426
11 H 0.5866 -0.2526 4.4336  C46 0.892
12 C -0.7226 -1.5992 -5.7198  H7 1.206, H22 1.043, H34 1.007, O37 1.273
13 H 2.0359 -2.5386 -2.0097  C19 1.063
14 C -0.5679 4.0662 -0.6350  H6 1.260, H27 1.276, C43 1.581, C55 1.436
15 C -0.2667 1.6645 3.0411  O5 1.187, C17 1.565, N36 1.419
16 C 0.7056 -4.7287 2.6927  O1 1.416, C10 1.299, C33 1.601
17 C -0.1860 0.1738 2.5703  C15 1.565, C46 1.437, C52 1.202
18 H -0.1119 -4.3021 0.8185  C10 1.146
19 C 2.3063 -1.5683 -1.6694  H13 1.063, O24 1.666, H50 1.136, H51 1.067
20 H -1.0709 2.1043 1.1677  N36 0.868
21 H 0.0946 5.3740 0.6479  C43 0.952
22 H -1.1496 -1.6376 -6.6711  C12 1.043
23 C -0.0253 -0.8645 -2.8933  C26 1.385, H28 1.200, C29 1.542
24 O 1.0643 -0.7694 -0.8979  C19 1.666, C26 1.288
25 H -3.2739 0.2926 -3.4742  C31 1.187
26 C -0.0606 -0.6886 -1.5195  C3 1.521, C23 1.385, O24 1.288
27 H -1.5463 3.2881 -0.3810  C14 1.276
28 H 0.6721 -1.4262 -3.6921  C23 1.200
29 C -1.3445 -0.6251 -3.6547  C23 1.542, C31 1.297, O37 1.525
30 H -0.2370 2.6892 -2.0582  C55 0.927
31 C -2.2789 -0.0758 -2.9422  H25 1.187, C29 1.297, C40 1.364
32 H 1.3490 -4.8979 4.7843  C33 0.981
33 C 0.9381 -4.2293 4.1960  C4 1.502, C16 1.601, H32 0.981
34 H -0.5425 -2.4987 -5.3053  C12 1.007
35 C -0.5243 3.8959 2.0016  H9 1.222, N36 1.522, H39 0.959, C43 1.454
36 N -0.7095 2.3882 1.9039  C15 1.419, H20 0.868, C35 1.522
37 O -1.6186 -0.9160 -5.1269  C12 1.273, C29 1.525
38 H 0.5586 3.9847 -2.0453  C55 1.007
39 H -0.1029 4.1782 2.8153  C35 0.959
40 C -2.0940 0.2675 -1.6353  C3 1.296, C31 1.364, H53 1.098
41 C 1.3446 2.8721 -0.3551  H8 0.870, O47 1.303, H54 1.085, C55 1.607
42 H 0.7485 -6.3846 1.5724  O1 1.130
43 C 0.0450 4.4318 0.7756  C14 1.581, H21 0.952, C35 1.454, O47 1.548
44 N -0.7914 0.2338 0.3694  C3 1.221, C52 1.231
45 H 1.1709 -2.3757 5.4873  C4 1.117
46 C 0.4351 -0.5861 3.6202  H11 0.892, C17 1.437, C48 1.455
47 O 1.4272 3.7579 0.5967  C41 1.303, C43 1.548
48 C 0.3323 -2.0334 3.5121  C4 1.322, C46 1.455, C49 1.435
49 C 0.2032 -2.5252 2.1702  O2 1.356, C10 1.426, C48 1.435
50 H 2.9659 -1.7394 -0.7607  C19 1.136
51 H 2.6022 -0.9030 -2.4498  C19 1.067
52 C -0.3437 -0.1886 1.4353  O2 1.682, C17 1.202, N44 1.231
53 H -3.0247 0.6168 -1.1690  C40 1.098
54 H 2.3659 2.9352 -0.7152  C41 1.085
55 C 0.2407 3.2219 -1.4690  C14 1.436, H30 0.927, H38 1.007, C41 1.607

SMILES = COc1ccc(/N=c2\oc3cc(O)ccc3cc2C(=O)NC[C@@H]2CCCO2)c(OC)c1
energy relative to the best compared isomer or geometry (same formula, charge and spin) = 2223.5 kJ/mol
energy = -39485.18566 eV
strongest force on any atom = 18.80 eV Å⁻¹